1.
The following is a quantum chemistry calculation of C25H23F2N2O3Os as an isolated structure at a distorted geometry, from the Open Molecules 2025 dataset.

```
56
Properties=species:S:1:pos:R:3:forces:R:3
Os -1.39465 0.88748 1.55453 0.523 0.699 -0.400
O -0.27389 -0.50010 0.70769 -1.497 -0.397 1.826
C 0.52790 -0.08672 -0.23379 0.645 0.875 -1.467
C 0.58456 -0.75116 -1.46973 0.025 0.645 0.173
C 1.32151 -0.19813 -2.50592 -0.269 -2.194 0.154
C 2.12154 0.91299 -2.31344 -0.482 0.064 -1.048
C 2.15496 1.51248 -1.10804 -0.202 0.400 1.503
C 1.31081 1.06660 -0.04307 1.840 0.469 -0.937
C 1.49754 1.72193 1.22862 0.554 0.297 0.464
N 0.54128 1.85276 2.06778 -1.129 -0.995 -1.303
C 0.71320 2.36164 3.37925 0.374 0.381 0.789
C 0.01163 1.39903 4.32783 0.454 -1.428 1.203
N -1.34301 1.25544 3.84372 -0.592 0.356 0.182
C -2.36643 1.66476 4.45571 -0.415 0.264 0.553
C -3.77759 1.62277 3.87728 0.224 -0.306 -1.296
C -4.59899 2.84240 4.13196 0.699 -0.134 -1.043
C -5.59900 3.13718 3.31147 0.608 -0.459 0.879
C -5.98647 2.24601 2.24693 0.050 0.141 -0.834
C -5.11633 1.37338 1.72118 -1.024 1.535 0.807
C -3.74605 1.27740 2.32130 -0.612 1.214 1.031
O -2.74693 2.29871 1.81313 -0.298 -1.709 -0.382
H -0.01765 -1.64146 -1.57885 0.077 -0.072 -0.142
H 1.38417 -0.82198 -3.41327 -0.174 0.820 0.224
H 2.59940 1.33151 -3.17027 0.680 0.164 -0.241
H 2.82171 2.35814 -0.94334 -0.215 -0.104 0.049
H 2.50694 2.12347 1.54476 -0.968 -0.394 -0.677
H 0.26746 3.34799 3.40593 -0.221 0.296 0.288
H 1.77687 2.46196 3.57154 0.150 -0.015 0.442
H 0.09591 1.57188 5.44028 -0.196 0.439 -1.204
H 0.42948 0.38315 4.17735 0.235 0.525 0.095
H -2.33242 2.02335 5.50056 0.230 -0.049 -0.365
H -4.33208 3.43435 4.96258 0.120 0.697 0.845
H -6.15889 3.99951 3.53432 -0.834 0.884 0.054
H -6.99744 2.38592 1.85185 0.397 -0.344 0.009
H -5.50273 0.76998 0.93798 0.477 -0.651 -0.593
F -3.70709 -0.65582 0.91442 0.313 -0.141 0.522
C -3.16407 -0.06655 2.03910 0.674 -0.011 -0.474
F -4.39651 0.62264 4.59712 -0.121 -1.088 0.253
H -3.12653 -0.70759 2.90083 -0.120 -0.662 0.046
C 5.76685 -2.05752 -3.96200 0.339 1.007 1.600
C 4.49071 -2.20283 -3.11483 -0.346 0.166 -0.705
O 4.44758 -1.86387 -1.95391 0.181 -0.155 -0.151
C 3.21187 -2.73297 -3.77941 0.012 -1.492 2.445
C 2.97146 -2.71804 -5.12330 -1.633 -0.767 0.218
C 1.80733 -3.32927 -5.66257 0.959 0.588 1.222
C 0.91680 -3.95319 -4.80856 1.514 -0.602 -0.327
C 1.22571 -4.10434 -3.44176 -1.248 0.496 -0.478
C 2.30919 -3.48031 -2.89431 1.084 1.005 -0.686
H 6.59282 -1.65734 -3.31534 -1.031 0.161 -0.517
H 5.57676 -1.41207 -4.81609 0.090 0.092 -0.039
H 6.20617 -2.96126 -4.30316 -0.249 -1.207 -0.552
H 3.63309 -2.25652 -5.78954 0.993 0.626 -0.828
H 1.74984 -3.30525 -6.72796 -0.600 -0.141 -0.494
H 0.16404 -4.57910 -5.22189 -0.921 -0.029 -0.263
H 0.47313 -4.64137 -2.85917 0.569 0.020 0.148
H 2.47450 -3.56203 -1.81344 0.311 0.218 -0.575
```
Positions in Å, forces in eV/Å.

As for the total charge: +1. The value obtained for the energy above the lowest of the compared OMol25 structures with the same formula, charge and spin is 311.9 kJ/mol. Its spin multiplicity is 5. The calculated total energy is -43311.5730 eV. The orbital gap (spin up / spin down) comes out at 8.00 / 6.27 eV.

---

2.
The following is a quantum chemistry calculation of C25H23FN4O5 in the gas phase, from the Open Molecules 2025 dataset.

```
58
Properties=species:S:1:pos:R:3:forces:R:3
C 3.23519 -5.84356 4.49577 0.056 -0.015 0.168
O 3.01841 -5.62364 3.12481 -0.107 0.106 -0.240
C 4.01375 -6.20843 2.30506 0.106 -0.277 -0.272
C 3.68912 -5.95796 0.83453 0.097 0.282 0.402
C 3.78886 -4.48036 0.45538 0.065 -0.205 -0.209
N 2.75355 -3.70751 1.10434 0.147 -0.166 0.292
C 1.85631 -2.97926 0.41868 -0.145 0.213 0.443
O 1.88784 -2.78943 -0.77452 -0.091 0.102 -0.304
C 0.76988 -2.36580 1.33177 0.267 -0.207 -0.203
N -0.14238 -1.56559 0.57368 0.010 0.127 0.052
C -0.15337 -0.22640 0.53496 -0.064 0.358 -0.017
C -1.11607 0.23371 -0.36153 0.285 -0.359 0.271
C -1.49559 1.53275 -0.73283 0.203 0.597 0.213
C -1.11683 2.79790 -0.34055 -0.190 -0.539 -0.199
C -0.15126 3.13691 0.69085 -0.090 0.156 -0.056
O 0.46907 2.36741 1.40040 0.087 -0.204 0.036
N 0.05003 4.49609 0.87725 0.378 0.000 0.349
C -0.53908 5.55130 0.22673 0.024 -0.058 0.256
O -0.30284 6.69885 0.51014 0.093 0.073 -0.009
N -1.44211 5.18163 -0.75002 -0.228 0.373 -0.346
C -1.79931 3.87343 -1.07397 -0.154 -0.184 -0.216
O -2.63481 3.68006 -1.93365 0.055 0.038 0.042
C -2.03036 6.24054 -1.50574 0.069 0.233 -0.165
C -3.38146 6.52927 -1.40825 0.181 0.084 -0.070
C -3.92253 7.56371 -2.15155 -0.117 -0.023 0.074
C -3.11780 8.32011 -2.98641 0.045 -0.036 0.006
C -1.76680 8.04014 -3.09522 0.146 -0.097 0.049
C -1.23696 6.99803 -2.35890 -0.199 -0.073 0.014
F 0.06937 6.70004 -2.48333 -0.173 0.014 0.071
H -1.12037 8.60999 -3.74360 0.086 0.042 -0.050
H -3.54160 9.13025 -3.55976 -0.031 0.069 -0.052
H -4.97647 7.78131 -2.07381 -0.090 0.018 0.006
H -4.00026 5.93402 -0.75548 -0.033 -0.072 0.061
H 0.71796 4.74679 1.59787 -0.157 -0.035 -0.143
H -2.25733 1.55680 -1.50797 0.032 0.072 0.030
C -1.71860 -0.95939 -0.91978 0.241 -0.320 0.228
C -2.72259 -1.18258 -1.85429 0.015 -0.100 0.010
C -3.05695 -2.48642 -2.16056 -0.110 0.114 -0.112
C -2.41220 -3.56368 -1.55448 0.070 -0.109 0.099
C -1.41355 -3.36788 -0.62118 0.044 -0.023 0.050
C -1.07643 -2.05882 -0.31414 -0.652 0.091 -0.523
H -0.90942 -4.20476 -0.16269 0.065 -0.104 0.029
H -2.69840 -4.56943 -1.82319 -0.009 -0.083 -0.012
H -3.83182 -2.68115 -2.88693 -0.063 -0.003 -0.061
H -3.22831 -0.35840 -2.33347 -0.072 0.085 -0.064
H 0.50691 0.36235 1.14077 0.082 0.034 0.091
H 0.22869 -3.17722 1.83018 0.051 0.112 0.035
H 1.25033 -1.73975 2.08749 -0.103 -0.090 -0.040
H 2.61119 -3.92650 2.08112 -0.157 0.105 -0.067
H 3.66038 -4.34847 -0.62149 0.087 0.023 0.144
H 4.77112 -4.08855 0.74338 -0.019 -0.042 -0.113
H 4.38978 -6.53049 0.22674 0.017 -0.056 -0.013
H 2.67920 -6.31552 0.62996 -0.012 -0.079 -0.070
H 4.99716 -5.78038 2.55498 -0.053 -0.050 -0.007
H 4.05677 -7.29093 2.49796 0.017 0.110 0.029
H 3.24266 -6.91461 4.72792 -0.011 0.030 -0.002
H 4.18654 -5.40624 4.82200 -0.040 -0.015 0.014
H 2.41378 -5.36427 5.02460 0.052 -0.038 0.077
```
Positions in Å, forces in eV/Å.

As for the total charge: 0. The value obtained for the energy above the lowest of the compared OMol25 structures with the same formula, charge and spin is 0.0 kJ/mol. The calculated total energy is -45215.6408 eV. The orbital gap comes out at 7.62 eV.

---

3.
The following is a quantum chemistry calculation of C25H23GePtSe4Te as an isolated structure at a distorted geometry, from the Open Molecules 2025 dataset.

```
55
Properties=species:S:1:pos:R:3:forces:R:3
Pt -0.93359 0.85935 2.03092 -0.951 0.857 -2.096
Se -0.45631 0.48068 4.16708 0.546 -0.530 1.860
Se -2.36944 1.06696 5.26147 -0.317 -0.089 0.455
Se -3.15766 2.98368 4.24535 -0.116 0.283 0.104
Se -2.76397 2.72523 2.05270 0.055 -0.154 0.541
C 2.48568 -0.91621 2.44123 -0.091 0.011 0.162
Ge 1.46266 0.45055 1.53186 0.487 -0.019 0.200
C 2.14408 2.24750 1.79040 0.245 0.072 -0.196
C 1.63339 3.30051 2.54487 -0.260 -0.062 0.110
C 2.29694 4.51666 2.61027 0.138 0.014 -0.057
C 3.49203 4.69300 1.92916 -0.045 -0.001 0.015
C 4.01354 3.65507 1.17185 0.089 0.021 -0.026
C 3.34432 2.44491 1.09745 -0.057 -0.027 -0.086
C 1.10099 -0.04936 -0.29778 0.176 0.023 -0.231
C 1.82647 -1.02149 -0.93593 0.148 0.070 -0.206
C 1.44101 -1.50806 -2.20703 0.057 0.001 0.049
C 0.29893 -1.05330 -2.79168 -0.006 0.208 -0.110
C -0.48948 -0.05739 -2.15921 0.645 0.357 -0.585
C -1.70440 0.40522 -2.72361 0.543 0.626 -0.748
C -2.45371 1.36895 -2.10356 0.049 0.814 -0.539
C -2.00776 1.93888 -0.89729 0.099 0.608 -0.459
C -0.83793 1.50249 -0.31983 0.032 -0.105 -0.076
C -0.05944 0.47262 -0.92352 0.412 0.189 -0.280
H 3.50870 -0.81716 2.07162 0.028 -0.036 0.001
H 2.13561 -1.92846 2.24940 -0.026 -0.005 -0.053
H 2.51176 -0.74727 3.51694 0.009 0.031 -0.007
H 0.70826 3.20002 3.09707 -0.048 -0.080 0.056
H 1.88777 5.32687 3.19736 -0.038 -0.008 0.028
H 4.01728 5.63669 1.98486 -0.013 0.008 0.004
H 4.94400 3.78975 0.63720 0.006 -0.019 -0.006
H 3.76867 1.65634 0.48342 0.016 -0.020 -0.010
H 2.70594 -1.44657 -0.46442 0.020 0.005 -0.009
H 2.03503 -2.26768 -2.69545 0.040 -0.002 0.001
H -0.02546 -1.45094 -3.74422 -0.035 -0.011 -0.020
H -2.03054 -0.01582 -3.66589 0.027 0.047 -0.022
H -3.36380 1.72854 -2.56268 -0.052 -0.016 0.035
H -2.55456 2.76715 -0.46452 -0.022 -0.037 -0.157
H -0.39657 2.10854 0.48528 0.271 0.430 -0.243
C -2.53425 -0.97952 -0.53898 -0.200 -1.028 0.660
Te -1.88366 -1.42438 1.42371 -0.416 -0.131 0.695
C -0.49855 -2.75554 0.57026 0.095 0.066 -0.249
C -1.14126 -3.08735 -0.76231 -0.299 0.196 -0.039
C -0.76603 -4.22196 -1.46882 -0.016 0.008 0.015
C -1.33759 -4.49121 -2.70195 -0.050 0.044 -0.082
C -2.29884 -3.63726 -3.23060 0.060 -0.040 0.000
C -2.69091 -2.50920 -2.52706 0.060 -0.181 0.032
C -2.10933 -2.22193 -1.29853 -0.174 -0.191 0.370
H -2.07084 -0.04661 -0.86521 -0.905 -1.797 1.146
H -3.61619 -0.85414 -0.51147 -0.035 -0.046 0.022
H -0.35545 -3.60192 1.23860 -0.109 -0.058 -0.040
H 0.43694 -2.21314 0.44860 -0.020 -0.220 0.044
H -0.03318 -4.90231 -1.05506 0.024 -0.010 0.023
H -1.04724 -5.37861 -3.24658 0.004 -0.021 -0.002
H -2.75798 -3.86362 -4.18256 -0.014 -0.017 -0.024
H -3.45406 -1.85774 -2.93319 -0.065 -0.029 0.030
```
Positions in Å, forces in eV/Å.

As for the total charge: +2. The value obtained for the energy above the lowest of the compared OMol25 structures with the same formula, charge and spin is 112.6 kJ/mol. Its spin multiplicity is 2. The calculated total energy is -354723.6523 eV. The orbital gap (spin up / spin down) comes out at 5.64 / 5.58 eV.

---

4.
The following is a quantum chemistry calculation of C25H24As2CaF3N2Se as an isolated structure, from the Open Molecules 2025 dataset.

```
58
Properties=species:S:1:pos:R:3:forces:R:3
Ca 0.99156 -1.04919 -0.98398 -0.051 -0.026 0.002
C 5.60886 -1.10228 -1.17681 0.000 0.017 0.025
As 3.97852 -1.25962 -0.13171 -0.069 -0.014 -0.047
C 4.46665 -2.76986 0.99911 0.013 0.018 0.000
C 4.12237 0.23412 1.12098 0.005 -0.008 0.002
C 5.26856 1.02623 1.12431 -0.013 0.016 0.026
C 5.37281 2.12093 1.97051 0.021 -0.012 -0.022
C 4.33504 2.42789 2.83606 -0.026 -0.006 0.016
C 3.19248 1.64161 2.84617 0.034 0.005 -0.012
C 3.06580 0.55102 1.99003 0.012 -0.001 0.030
As 1.40109 -0.46939 1.96159 0.007 -0.011 -0.041
C 1.53799 -1.50838 3.59979 0.014 0.039 0.009
C 0.09814 0.87066 2.49915 0.017 -0.005 0.028
H 6.48593 -1.16047 -0.53449 0.008 -0.002 -0.015
H 5.61812 -0.16758 -1.73437 -0.005 0.001 0.001
H 5.63289 -1.92955 -1.88418 -0.005 -0.006 0.006
H 5.38195 -2.53729 1.54049 -0.003 -0.010 0.008
H 4.62559 -3.64179 0.36622 0.001 -0.005 0.009
H 3.67018 -2.99120 1.70642 -0.009 0.009 -0.006
H 6.09308 0.80286 0.46104 0.000 -0.002 -0.003
H 6.26801 2.72838 1.95486 -0.002 0.003 0.000
H 4.41320 3.27662 3.50234 -0.002 0.001 0.000
H 2.38845 1.89620 3.52502 -0.002 -0.002 0.000
H 1.74004 -0.83633 4.43243 0.001 -0.018 0.010
H 2.34265 -2.23567 3.52054 -0.002 -0.003 -0.002
H 0.59814 -2.03087 3.76837 -0.003 -0.001 -0.010
H 0.26286 1.19417 3.52533 -0.019 0.006 -0.002
H -0.89170 0.42404 2.41808 -0.004 0.007 0.008
H 0.15665 1.72682 1.82840 -0.001 -0.004 -0.006
F -8.75769 -1.28688 -0.84003 0.004 -0.026 -0.004
C -8.12258 -2.35319 -1.35005 -0.029 -0.017 -0.015
F -8.54781 -3.43563 -0.67203 0.008 0.028 -0.010
F -8.54614 -2.50207 -2.61956 0.004 0.004 0.028
C -6.62807 -2.21400 -1.28485 0.016 -0.003 0.004
C -5.84182 -3.22482 -1.82615 -0.025 0.010 0.003
C -4.46552 -3.12251 -1.78616 0.012 0.020 0.013
C -3.85791 -2.00610 -1.20230 0.006 -0.034 -0.059
C -4.65866 -1.00307 -0.65721 -0.034 0.003 0.008
C -6.03994 -1.10603 -0.69779 0.008 0.006 0.004
C -2.42871 -1.88451 -1.17806 -0.019 0.020 0.064
C -1.21388 -1.76080 -1.15229 0.107 -0.008 -0.027
H -6.31120 -4.08791 -2.28001 0.000 0.000 -0.002
H -3.84544 -3.90182 -2.20682 -0.002 -0.003 -0.005
H -4.19220 -0.14133 -0.19806 0.008 -0.002 -0.003
H -6.65733 -0.32678 -0.27385 -0.003 0.000 -0.004
Se 2.38550 2.50099 -0.78948 0.013 -0.031 0.030
N 1.01668 1.39694 -1.17163 0.041 -0.008 -0.013
C 0.03632 2.14458 -1.67215 -0.022 -0.063 0.003
C -1.24205 1.66272 -2.09267 -0.031 0.008 -0.007
C -2.12947 2.55971 -2.58619 0.010 -0.017 0.009
C -1.83080 3.96128 -2.69701 0.037 0.015 0.014
C -0.63879 4.46133 -2.30302 -0.054 -0.012 -0.016
C 0.33643 3.55616 -1.77443 0.054 0.072 0.016
N 1.53251 3.92311 -1.35865 -0.038 0.052 -0.045
H -1.49249 0.61183 -1.99813 0.008 -0.001 0.000
H -3.10351 2.21336 -2.90666 -0.001 0.004 -0.004
H -2.58511 4.62147 -3.10269 -0.007 -0.005 -0.001
H -0.39622 5.51188 -2.37375 0.015 0.000 0.004
```
Positions in Å, forces in eV/Å.

As for the total charge: +1. The value obtained for the energy above the lowest of the compared OMol25 structures with the same formula, charge and spin is 0.0 kJ/mol. The calculated total energy is -242903.0072 eV. The orbital gap comes out at 6.59 eV.

---

> Look up the total charge of the fourth one.

+1